Record 1
# C37H54Cl40NO4P

A structure of composition C37H54Cl40NO4P in a non-equilibrium geometry (wB97M-V/def2-TZVPD, OMol25).

Geometry as XYZ:
```
137
Properties=species:S:1:pos:R:3:forces:R:3
C -5.144 -9.540 -3.459 0.397 0.106 -1.571
C -4.364 -8.186 -3.894 -0.303 -1.121 -0.486
C -5.000 -6.789 -3.455 -0.020 -0.060 0.696
N -3.273 -8.364 -4.619 -0.482 2.435 3.210
C -2.337 -7.237 -4.519 2.391 3.310 -1.762
C -1.854 -6.595 -5.871 1.571 1.297 2.382
C -0.829 -5.423 -5.937 -0.101 -3.262 2.925
C -0.232 -4.821 -4.623 -1.586 -2.897 0.653
C -0.731 -5.452 -3.273 -0.504 -0.296 -2.310
C -1.744 -6.648 -3.212 0.785 1.080 -2.548
C -0.116 -4.769 -1.948 0.263 -0.832 1.399
O 0.109 -5.411 -0.893 -1.022 2.199 -3.506
C 0.224 -3.194 -2.046 0.712 3.181 -0.733
C 0.062 -2.220 -0.834 1.033 0.440 -3.117
C 0.404 -0.712 -0.954 -0.369 -1.842 -3.140
P 0.120 0.386 0.594 -0.569 -1.078 -1.401
O -0.059 1.996 -0.094 0.613 -4.012 -4.300
O -1.500 -0.021 1.103 1.270 -0.569 -2.612
C 0.962 -0.108 -2.294 -0.816 -4.469 0.212
C 1.124 -1.083 -3.512 -0.921 -1.085 2.653
C 0.741 -2.603 -3.408 -0.498 1.337 2.659
C 0.846 -3.624 -4.635 1.130 0.307 -1.287
O 1.696 -3.478 -5.563 -3.386 -0.558 3.336
H -6.276 -9.401 -3.405 1.629 -0.060 0.300
H -4.686 -10.003 -2.511 -0.811 1.021 -1.291
H -4.959 -10.310 -4.304 -0.170 1.258 1.387
H -4.819 -5.947 -4.225 0.084 -1.473 1.348
H -6.143 -6.839 -3.281 1.890 -0.356 -0.440
H -4.562 -6.520 -2.418 -0.621 -0.141 -1.797
H -2.258 -6.987 -6.875 0.673 0.578 1.913
H -0.508 -5.043 -6.967 -0.142 -1.128 1.932
H -2.068 -7.114 -2.208 0.783 0.996 -1.747
H -0.347 -2.671 0.132 0.704 0.867 -1.468
H -0.809 1.994 -0.744 0.877 0.044 0.572
H -2.072 -0.149 0.308 0.484 -0.111 0.819
H 1.244 1.021 -2.367 -0.066 -3.581 0.348
H 1.532 -0.691 -4.514 -0.821 -0.731 1.885
C 3.321 0.701 -7.249 0.303 -0.048 -0.037
Cl 2.845 -0.871 -6.598 0.195 0.005 -0.196
Cl 1.933 1.791 -7.361 -0.018 0.126 -0.023
H 4.068 1.145 -6.594 -0.220 -0.032 -0.063
H 3.742 0.560 -8.244 -0.177 -0.002 0.133
C -1.452 3.203 3.067 0.045 -0.547 0.402
Cl -0.553 2.249 1.872 -2.037 4.894 5.704
Cl -0.882 2.889 4.718 -0.105 0.157 0.529
H -1.321 4.261 2.843 0.164 -0.174 0.029
H -2.508 2.940 3.006 0.546 -0.084 0.048
C -3.240 -2.721 -6.943 -0.133 0.323 -0.010
Cl -2.936 -1.368 -8.042 -0.165 0.048 -0.081
Cl -1.741 -3.287 -6.189 -1.981 2.365 -0.392
H -3.927 -2.395 -6.164 0.187 0.019 -0.094
H -3.682 -3.542 -7.507 0.207 0.088 0.040
C -0.526 2.877 -10.510 0.289 -0.131 -0.042
Cl -1.003 1.306 -9.857 0.097 0.022 -0.029
Cl -1.912 3.970 -10.624 0.099 0.173 0.060
H 0.221 3.321 -9.853 -0.214 -0.059 -0.017
H -0.106 2.734 -11.504 -0.190 -0.002 0.128
C 0.163 -0.120 6.929 -0.004 -0.035 -0.420
Cl -0.252 1.199 8.031 0.057 -0.015 -0.016
Cl 0.672 -1.560 7.819 0.011 -0.060 -0.026
H -0.710 -0.367 6.327 0.082 0.051 0.201
H 0.977 0.203 6.282 -0.057 -0.029 0.212
C 2.422 -4.569 5.825 -0.258 -0.135 0.086
Cl 2.735 -3.192 4.762 -0.132 0.036 -0.062
Cl 3.915 -5.158 6.564 -0.036 -0.029 0.051
H 1.735 -4.260 6.611 0.197 0.067 -0.103
H 1.976 -5.373 5.240 0.191 0.145 0.011
C 5.198 -1.026 6.182 -0.007 -0.256 -0.195
Cl 4.127 0.065 7.070 -0.168 -0.011 -0.067
Cl 6.888 -0.768 6.633 0.030 -0.046 -0.010
H 4.923 -2.055 6.410 0.061 0.205 0.071
H 5.084 -0.843 5.115 0.030 0.074 0.200
C -2.434 4.091 8.266 0.173 -0.099 -0.286
Cl -3.864 3.525 9.139 -0.066 -0.105 -0.057
Cl -1.880 5.650 8.890 0.061 0.020 -0.020
H -1.636 3.359 8.383 -0.213 0.224 0.066
H -2.683 4.200 7.211 -0.016 0.047 0.184
C -5.403 2.066 3.725 -0.292 -0.210 0.066
Cl -4.696 3.650 3.375 -0.479 0.265 0.029
Cl -4.150 0.875 4.090 -0.057 -0.023 -0.021
H -6.067 2.157 4.584 0.319 0.019 -0.198
H -5.968 1.731 2.856 0.194 0.054 0.067
C -2.408 8.112 5.863 0.132 0.188 0.165
Cl -1.821 6.680 5.009 0.093 -0.062 0.075
Cl -4.112 8.417 5.503 0.002 0.068 0.059
H -2.296 7.955 6.935 -0.096 -0.115 -0.192
H -1.821 8.975 5.552 -0.141 -0.173 -0.078
C -7.869 0.075 6.772 -0.044 -0.198 0.229
Cl -7.850 1.765 6.252 -0.184 0.072 0.228
Cl -7.314 -0.997 5.481 -0.016 -0.044 0.060
H -7.211 -0.038 7.633 -0.010 0.081 -0.221
H -8.887 -0.199 7.047 0.134 0.103 -0.168
C -4.500 3.037 -12.907 -0.011 0.236 0.113
Cl -4.238 2.744 -14.630 0.016 0.098 -0.039
Cl -4.821 1.528 -12.043 0.016 0.076 0.091
H -3.609 3.501 -12.487 -0.151 -0.236 -0.150
H -5.355 3.701 -12.787 0.061 -0.211 -0.090
C 0.459 4.416 -3.005 -0.104 0.366 -0.185
Cl 1.745 5.284 -2.162 -0.073 0.018 -0.052
Cl 0.556 2.674 -2.702 -0.519 1.837 -1.104
H -0.505 4.783 -2.654 0.177 -0.117 0.052
H 0.553 4.595 -4.075 0.084 -0.095 0.181
C -3.241 3.670 12.928 0.125 -0.098 -0.216
Cl -4.670 3.104 13.801 -0.016 -0.096 -0.052
Cl -2.688 5.230 13.550 0.078 -0.006 -0.069
H -2.442 2.939 13.045 -0.142 0.141 0.112
H -3.490 3.779 11.874 -0.027 0.072 0.222
C -6.086 3.973 -0.197 -0.107 0.172 0.197
Cl -7.214 2.774 -0.841 -0.065 0.025 0.063
Cl -4.469 3.761 -0.882 0.064 0.068 0.080
H -6.448 4.970 -0.447 0.083 -0.200 -0.087
H -6.030 3.861 0.885 0.076 -0.065 -0.218
C 7.836 2.350 4.679 -0.215 -0.001 0.278
Cl 9.322 2.906 5.457 -0.070 -0.018 0.041
Cl 8.052 2.185 2.932 -0.069 -0.062 -0.090
H 7.561 1.382 5.095 0.157 0.135 -0.113
H 7.044 3.072 4.872 0.195 -0.041 -0.103
C 5.803 2.498 9.369 -0.300 -0.067 0.039
Cl 6.886 1.923 10.641 -0.080 -0.031 0.031
Cl 6.703 3.322 8.089 -0.062 0.007 -0.073
H 5.277 1.647 8.939 0.243 0.110 0.040
H 5.087 3.195 9.802 0.232 -0.029 -0.040
C 7.290 2.327 -0.704 0.000 -0.111 0.249
Cl 8.318 3.183 -1.859 0.113 0.034 0.055
Cl 5.601 2.332 -1.224 -0.002 -0.061 0.064
H 7.632 1.296 -0.622 -0.071 0.151 -0.113
H 7.363 2.817 0.266 -0.052 0.030 -0.225
C 7.909 0.674 -4.479 0.238 -0.142 0.226
Cl 8.936 1.533 -5.632 0.042 -0.024 0.098
Cl 6.219 0.680 -4.996 -0.089 -0.137 0.092
H 8.251 -0.358 -4.401 -0.090 0.149 -0.161
H 7.983 1.162 -3.508 -0.084 0.053 -0.269
C 7.731 -3.237 -5.453 -0.239 -0.122 -0.181
Cl 9.128 -2.470 -6.220 -0.043 0.011 -0.074
Cl 7.870 -3.202 -3.691 -0.080 -0.020 0.025
H 6.828 -2.703 -5.748 0.183 0.025 0.114
H 7.671 -4.273 -5.783 0.121 0.159 0.120
```
Forces are in eV/Å.

Computed properties:
2S+1   1

These are the Löwdin partial charges, in e, on atoms 1 to 99: number 1, C, carries -0.059; number 2, C, carries -0.321; number 3, C, carries -0.061; number 4, N, carries 0.076; number 5, C, carries -0.215; number 6, C, carries -0.003; number 7, C, carries -0.199; number 8, C, carries -0.144; number 9, C, carries -0.019; number 10, C, carries 0.042; number 11, C, carries -0.257; number 12, O, carries 0.042; number 13, C, carries -0.025; number 14, C, carries -0.010; number 15, C, carries -0.295; number 16, P, carries 0.806; number 17, O, carries -0.638; number 18, O, carries -0.399; number 19, C, carries -0.087; number 20, C, carries 0.026; number 21, C, carries -0.030; number 22, C, carries -0.296; number 23, O, carries -0.016; number 24, H, carries 0.071; number 25, H, carries 0.088; number 26, H, carries 0.086; number 27, H, carries 0.091; number 28, H, carries 0.084; number 29, H, carries 0.089; number 30, H, carries 0.102; number 31, H, carries 0.083; number 32, H, carries 0.117; number 33, H, carries 0.106; number 34, H, carries 0.033; number 35, H, carries 0.062; number 36, H, carries -0.071; number 37, H, carries 0.032; number 38, C, carries -1.010; number 39, Cl, carries 0.573; number 40, Cl, carries 0.500; number 41, H, carries -0.029; number 42, H, carries 0.032; number 43, C, carries -0.953; number 44, Cl, carries 0.710; number 45, Cl, carries 0.482; number 46, H, carries 0.024; number 47, H, carries -0.090; number 48, C, carries -0.943; number 49, Cl, carries 0.507; number 50, Cl, carries 0.755; number 51, H, carries 0.032; number 52, H, carries 0.036; number 53, C, carries -1.008; number 54, Cl, carries 0.490; number 55, Cl, carries 0.539; number 56, H, carries 0.015; number 57, H, carries 0.032; number 58, C, carries -1.025; number 59, Cl, carries 0.531; number 60, Cl, carries 0.507; number 61, H, carries 0.029; number 62, H, carries 0.013; number 63, C, carries -1.016; number 64, Cl, carries 0.516; number 65, Cl, carries 0.511; number 66, H, carries 0.004; number 67, H, carries 0.030; number 68, C, carries -1.016; number 69, Cl, carries 0.536; number 70, Cl, carries 0.546; number 71, H, carries -0.013; number 72, H, carries 0.028; number 73, C, carries -1.021; number 74, Cl, carries 0.527; number 75, Cl, carries 0.518; number 76, H, carries -0.048; number 77, H, carries 0.009; number 78, C, carries -0.991; number 79, Cl, carries 0.576; number 80, Cl, carries 0.535; number 81, H, carries -0.062; number 82, H, carries 0.034; number 83, C, carries -1.030; number 84, Cl, carries 0.496; number 85, Cl, carries 0.500; number 86, H, carries -0.003; number 87, H, carries 0.029; number 88, C, carries -1.000; number 89, Cl, carries 0.545; number 90, Cl, carries 0.508; number 91, H, carries 0.031; number 92, H, carries 0.029; number 93, C, carries -1.049; number 94, Cl, carries 0.496; number 95, Cl, carries 0.493; number 96, H, carries -0.054; number 97, H, carries 0.028; number 98, C, carries -0.951; number 99, Cl, carries 0.526


Record 2
# CH3N3O3

A cluster of 2 separate species, CH3N3O3 in total in a non-equilibrium geometry (wB97M-V/def2-TZVPD, OMol25).

Geometry as XYZ:
```
10
Properties=species:S:1:pos:R:3:forces:R:3
H 1.117 -0.087 -1.479 -1.468 0.221 0.934
N 0.129 -0.083 -1.097 0.347 -1.197 -1.673
N 0.007 0.674 -0.143 1.507 3.535 2.609
N 1.202 1.400 0.280 2.480 -2.504 -0.889
O -0.992 1.058 0.487 0.246 -1.334 -1.111
H 2.023 0.669 0.308 -2.119 1.996 0.081
H 1.138 1.896 1.163 -0.790 -0.474 -0.058
O -0.714 -1.965 0.949 0.279 -0.114 -0.029
C -1.531 -1.833 0.132 1.989 -0.361 2.533
O -2.381 -1.730 -0.600 -2.471 0.232 -2.396
```
Forces are in eV/Å.

Computed properties:
2S+1   1
SMILES string   [H]/N=[N+](\N)[O-].O=C=O

Formally, the Löwdin partial charges of the atoms, in units of the elementary charge, are as follows: number 1, H, carries 0.117; number 2, N, carries 0.147; number 3, N, carries -0.472; number 4, N, carries 0.097; number 5, O, carries -0.002; number 6, H, carries 0.136; number 7, H, carries 0.087; number 8, O, carries 0.165; number 9, C, carries -0.506; number 10, O, carries 0.231


Record 3
# C3H8FN

A cluster of 2 separate species, C3H8FN in total in a non-equilibrium geometry (wB97M-V/def2-TZVPD, OMol25).

Geometry as XYZ:
```
13
Properties=species:S:1:pos:R:3:forces:R:3
C 0.369 0.029 1.689 1.978 0.525 -0.331
C 0.473 -1.247 0.792 -1.635 1.889 0.948
C -1.483 -0.344 -1.844 0.407 0.118 0.082
N -1.355 0.646 -2.713 -0.417 0.345 -1.815
F -2.692 -0.951 -1.951 0.454 0.925 -0.531
H 1.059 0.084 2.590 -0.414 -0.399 -1.254
H 0.515 0.986 1.122 -0.008 -0.860 0.342
H -0.569 0.077 2.122 -2.153 0.258 0.726
H 1.490 -1.467 0.773 1.693 -0.887 -0.709
H -0.091 -2.034 1.268 0.059 -0.459 0.184
H -0.019 -1.051 -0.173 0.665 -0.171 0.322
H -0.382 1.098 -2.820 -2.503 -1.061 0.337
H -2.122 0.827 -3.472 1.874 -0.223 1.699
```
Forces are in eV/Å.

Computed properties:
2S+1   1

Formally, the Löwdin partial charges of the atoms, in units of the elementary charge, are as follows: number 1, C, carries -0.172; number 2, C, carries -0.158; number 3, C, carries -0.185; number 4, N, carries 0.044; number 5, F, carries -0.038; number 6, H, carries 0.075; number 7, H, carries 0.065; number 8, H, carries 0.013; number 9, H, carries 0.028; number 10, H, carries 0.056; number 11, H, carries -0.009; number 12, H, carries 0.137; number 13, H, carries 0.146


Record 4
# C5H8O

The molecule C5H8O in a non-equilibrium geometry (wB97M-V/def2-TZVPD, OMol25).

Geometry as XYZ:
```
14
Properties=species:S:1:pos:R:3:forces:R:3
O -1.002 1.809 -0.330 -0.215 -0.150 -0.544
C -0.696 0.686 0.472 0.106 -0.267 0.048
C -1.063 -0.706 -0.173 -0.053 0.016 0.139
C 0.280 -1.339 -0.490 -0.002 -0.072 0.408
C 1.216 -0.394 -0.484 0.657 -0.493 1.006
C 0.831 0.581 0.602 0.043 0.228 -0.046
H -0.410 1.735 -1.090 -0.213 0.251 -0.091
H -1.256 0.853 1.405 0.461 -0.146 -0.234
H -1.556 -0.548 -1.144 -0.137 0.091 0.328
H -1.746 -1.317 0.424 0.162 0.099 0.126
H 0.560 -2.374 -0.302 -0.529 -0.281 -1.488
H 2.258 -0.486 -0.767 -0.006 -0.396 0.153
H 1.418 1.490 0.531 -0.429 0.563 0.407
H 1.076 0.039 1.534 0.156 0.557 -0.214
```
Forces are in eV/Å.

Computed properties:
2S+1   1
SMILES string   OC1CC=CC1

Formally, the Löwdin partial charges of the atoms, in units of the elementary charge, are as follows: number 1, O, carries -0.042; number 2, C, carries -0.360; number 3, C, carries -0.121; number 4, C, carries -0.108; number 5, C, carries -0.109; number 6, C, carries -0.152; number 7, H, carries 0.092; number 8, H, carries 0.143; number 9, H, carries 0.113; number 10, H, carries 0.104; number 11, H, carries 0.111; number 12, H, carries 0.097; number 13, H, carries 0.107; number 14, H, carries 0.125


Relative energy (zero: lowest compared OMol25 entry of this formula, charge and spin) across the listed records, respectively: 291.7 7.1 49.5 48.7 kcal/mol.
Orbital gap across the listed records, respectively: 0.262 0.410 0.370 0.348 Eh.